C4H7IO2 as an isolated structure at a distorted geometry. Source: the Open Molecules 2025 dataset; level of theory: ωB97M-V/def2-TZVPD.

M   214.00 g mol⁻¹
ΔE to the lowest compared entry with this formula, charge and spin   21.2 kcal per mole
DFT total energy   -16455.6933 eV
Frontier orbital gap   9.680 eV

```
14
C4H7IO2 | the Open Molecules 2025 dataset | ωB97M-V/def2-TZVPD
C -0.76811 -2.15429 0.61488
C 0.10613 1.41391 0.80859
C 0.43784 0.81892 -1.47679
C 0.94268 0.89958 -0.25829
O -1.02580 -2.07543 -0.69864
O -0.18182 -1.30182 1.18285
I 2.62854 0.06739 0.42369
H -1.32065 -3.03109 1.18886
H -0.17515 0.71035 1.64408
H -0.79380 1.93048 0.39556
H 0.69336 2.23979 1.22967
H 0.82341 0.42502 -2.34694
H -0.74905 -1.22195 -1.08028
H -0.61759 1.27913 -1.62724
```

A 11-piece molecular cluster, C20H62O11 overall at a distorted geometry. Source: the Open Molecules 2025 dataset; level of theory: ωB97M-V/def2-TZVPD.

SMILES   CCO.CCO.CCO.CCO.CCO.CCO.CCO.CCO.CCO.CO.CO
M   478.70 g mol⁻¹
ΔE to the lowest compared entry with this formula, charge and spin   25.2 kcal per mole
DFT total energy   -44263.8783 eV
Frontier orbital gap   10.026 eV

```
93
C20H62O11 | the Open Molecules 2025 dataset | ωB97M-V/def2-TZVPD
C 0.15806 2.70701 -3.46334
O 0.54096 3.09937 -2.15909
H -0.05290 3.61615 -4.02291
H 1.01043 2.25097 -3.97783
H -0.68774 2.02392 -3.40924
H 0.53205 2.42068 -1.47208
C 0.42955 3.60789 3.75532
O 0.23630 3.14262 2.41034
H -0.50518 3.68266 4.31283
H 1.14666 3.00801 4.30558
H 0.83724 4.61915 3.67976
H -0.34718 3.80337 2.02095
C -3.50955 0.51740 2.96593
C -2.85641 1.39053 1.89471
O -3.73786 2.41039 1.46655
H -4.52235 0.25131 2.66180
H -3.48630 1.04877 3.91740
H -3.04390 -0.46509 3.05540
H -2.74449 0.67298 1.05951
H -1.85164 1.79279 2.04958
H -3.35156 2.73388 0.62457
C -4.53206 -2.15260 -1.25892
C -3.66150 -2.97329 -0.29858
O -4.26361 -2.89949 0.98901
H -5.02343 -1.28367 -0.82165
H -5.25081 -2.70887 -1.85608
H -3.87083 -1.66121 -1.98971
H -2.60420 -2.69527 -0.25999
H -3.65575 -4.00788 -0.66888
H -3.59790 -2.87649 1.67980
C 0.29724 -1.57351 -5.50919
C -0.81777 -2.02051 -4.57138
O -1.78591 -0.97084 -4.52878
H 0.26459 -1.87593 -6.55941
H 1.27686 -2.00064 -5.24861
H 0.45780 -0.49601 -5.46800
H -0.44792 -2.25739 -3.57982
H -1.27724 -2.92602 -4.97548
H -2.09028 -0.76697 -5.41549
C -4.79307 1.97225 -2.55458
C -3.35137 2.44014 -2.44208
O -3.15538 2.99155 -1.14594
H -5.51435 2.77076 -2.70922
H -5.01038 1.23919 -1.77975
H -4.88672 1.40791 -3.49542
H -3.20653 3.18034 -3.23688
H -2.64750 1.62960 -2.64750
H -2.68849 3.83226 -1.18710
C 3.46132 -3.86107 0.62450
C 3.19981 -2.40835 0.28992
O 4.50845 -1.83794 0.16976
H 2.54443 -4.44487 0.72349
H 4.01822 -3.96269 1.55682
H 4.12395 -4.28750 -0.12911
H 2.70399 -1.86845 1.10340
H 2.59626 -2.27642 -0.61365
H 4.52403 -0.87657 0.06126
C -0.29959 -0.25417 -0.88196
C 0.21912 0.15392 0.47219
O 0.62010 1.52243 0.29672
H -0.31016 -1.35180 -0.92839
H 0.36373 0.08331 -1.67712
H -1.33642 0.03050 -1.06239
H 1.16419 -0.33951 0.73293
H -0.45163 -0.08253 1.30293
H 0.62718 2.00376 1.14426
C 3.29380 0.89875 2.97622
C 4.73895 0.45771 3.18151
O 5.47856 1.62745 3.51631
H 2.78609 0.19229 2.31645
H 3.32760 1.82492 2.39074
H 2.69829 1.12275 3.85885
H 5.02482 -0.02327 2.24208
H 4.82061 -0.20081 4.05192
H 6.36414 1.39689 3.80825
C -1.08347 -2.70201 2.97566
C -0.30870 -2.05574 4.09499
O 1.07163 -2.35973 4.09719
H -2.15609 -2.50373 3.03448
H -1.14654 -3.79009 3.10532
H -0.59757 -2.45613 2.03091
H -0.78253 -2.35352 5.04380
H -0.36884 -0.96489 4.10384
H 1.19094 -3.31484 4.14259
C 3.73320 0.44817 -2.48571
C 3.66251 1.04493 -1.11701
O 4.99630 1.02701 -0.55137
H 4.29465 -0.47962 -2.62680
H 4.26598 1.15589 -3.13044
H 2.77005 0.18194 -2.93071
H 3.03225 0.41537 -0.47071
H 3.24628 2.04982 -1.04689
H 5.01243 1.76626 0.06693
```

A 2-piece molecular cluster, C6H12NO overall at a distorted geometry. Source: the Open Molecules 2025 dataset; level of theory: ωB97M-V/def2-TZVPD.

M   114.17 g mol⁻¹
ΔE to the lowest compared entry with this formula, charge and spin   101.4 kcal per mole
DFT total energy   -9942.7091 eV
Net charge   +1
Frontier orbital gap   4.161 eV

```
20
C6H12NO | the Open Molecules 2025 dataset | ωB97M-V/def2-TZVPD
O 1.42929 -0.28668 -0.26725
C 1.17648 0.39988 -1.17284
C -0.07975 1.18303 -1.32802
C -1.04489 1.30124 -0.27803
C -1.45616 0.02096 0.40270
C -2.45680 -0.06743 1.26871
C -2.86641 -1.27334 2.03182
N 4.28246 -0.82501 -0.79426
H 1.90402 0.60739 -1.97353
H -0.29457 1.59174 -2.31410
H -1.83951 1.88623 -0.74006
H -0.57021 1.86783 0.55365
H -0.97160 -0.86286 0.04043
H -3.08417 0.82194 1.34840
H -1.97496 -1.86571 2.18215
H -3.52297 -1.87468 1.40337
H -3.38457 -1.08491 2.96713
H 4.46869 -1.52512 -1.49307
H 3.37264 -0.95297 -0.40465
H 4.98671 -0.82844 -0.07500
```

An isolated molecule of C24H26N2O4. Source: the Open Molecules 2025 dataset; level of theory: ωB97M-V/def2-TZVPD.

SMILES   C[C@H](OC(=O)CCc1nc2ccccc2c(=O)[nH]1)C(=O)c1ccc(C(C)(C)C)cc1
M   406.48 g mol⁻¹
ΔE to the lowest compared entry with this formula, charge and spin   3.1 kcal per mole
DFT total energy   -36482.3144 eV
Frontier orbital gap   9.193 eV

```
56
C24H26N2O4 | the Open Molecules 2025 dataset | ωB97M-V/def2-TZVPD
C -2.00914 -4.59895 -1.77325
H -2.91402 -4.36414 -2.32666
H -1.31097 -5.11993 -2.42262
C -1.37617 -3.31175 -1.26005
C -2.29658 -2.66961 -0.18929
O -2.95557 -3.38479 0.53085
C -2.41713 -1.19962 -0.18683
C -1.47851 -0.34029 -0.75771
C -1.61343 1.02486 -0.63121
C -2.68978 1.59473 0.04907
C -3.63586 0.73359 0.59593
C -3.49660 -0.63589 0.49106
H -4.22102 -1.29828 0.94111
H -4.48894 1.12119 1.12873
C -2.75168 3.10280 0.20581
C -2.60511 3.77439 -1.16689
H -1.62958 3.58068 -1.60198
H -2.71979 4.85157 -1.06638
H -3.36853 3.40922 -1.85131
C -1.59055 3.52525 1.11806
H -1.54892 4.60983 1.19344
H -0.63980 3.16264 0.73790
H -1.73163 3.11482 2.11589
C -4.06672 3.57954 0.82912
H -4.91852 3.27435 0.22484
H -4.18853 3.19319 1.83809
H -4.06583 4.66605 0.88836
H -0.84291 1.65435 -1.04475
H -0.60833 -0.72706 -1.26884
H -1.21772 -2.61316 -2.08925
O -0.06478 -3.65147 -0.75936
C 0.35219 -3.16017 0.39046
O -0.27495 -2.39948 1.08772
C 1.73811 -3.66749 0.73467
H 2.32842 -3.75582 -0.17762
H 1.61792 -4.66840 1.15570
C 2.42889 -2.75818 1.75745
C 2.84214 -1.45677 1.13500
N 4.05221 -1.32283 0.73204
C 4.42294 -0.13606 0.15132
C 5.74219 0.02127 -0.28695
C 6.13748 1.20357 -0.86926
C 5.23557 2.25495 -1.03037
C 3.93369 2.11780 -0.60599
C 3.51428 0.92559 -0.01317
C 2.13654 0.75890 0.44078
O 1.25209 1.58555 0.34788
N 1.89421 -0.48249 1.01441
H 0.94431 -0.67031 1.32705
H 3.21436 2.91535 -0.71648
H 5.56229 3.17638 -1.48830
H 7.15733 1.32138 -1.20528
H 6.42742 -0.80065 -0.15348
H 1.74354 -2.57266 2.58630
H 3.32762 -3.25070 2.12597
H -2.26816 -5.23687 -0.93168
```

An isolated molecule of C4H8O2. Source: the Open Molecules 2025 dataset; level of theory: ωB97M-V/def2-TZVPD.

SMILES   CCOCC=O
M   88.11 g mol⁻¹
ΔE to the lowest compared entry with this formula, charge and spin   38.9 kcal per mole
DFT total energy   -8371.5967 eV
Frontier orbital gap   10.480 eV

```
14
C4H8O2 | the Open Molecules 2025 dataset | ωB97M-V/def2-TZVPD
C -2.13213 -0.38291 -0.57082
C -0.62739 -0.37253 -0.41947
O -0.24496 0.57517 0.55833
C 1.10487 0.92884 0.45306
C 2.14235 -0.11654 0.80255
O 3.27214 0.18335 1.10043
H -2.49472 0.58439 -0.93068
H -2.60784 -0.59796 0.38952
H -2.42177 -1.15718 -1.28935
H -0.26504 -1.36834 -0.12892
H -0.14402 -0.10824 -1.37300
H 1.27386 1.81830 1.06617
H 1.37736 1.13920 -0.60001
H 1.86489 -1.18065 0.68679
```

A 5-piece molecular cluster, C15H39O14P3 overall at a distorted geometry. Source: the Open Molecules 2025 dataset; level of theory: ωB97M-V/def2-TZVPD.

SMILES   COP(=O)(OC)OC.COP(=O)(OC)OC.COP(=O)(OC)OC.CC(C)=O.CC(C)=O
M   536.39 g mol⁻¹
ΔE to the lowest compared entry with this formula, charge and spin   55.0 kcal per mole
DFT total energy   -72714.9729 eV
Frontier orbital gap   9.249 eV

```
71
C15H39O14P3 | the Open Molecules 2025 dataset | ωB97M-V/def2-TZVPD
C -36.39025 -21.61857 55.18822
C -36.72506 -22.03481 56.59908
O -35.90410 -22.37024 57.40902
C -38.22904 -21.92354 56.99797
H -35.44986 -22.16217 54.77121
H -36.02213 -20.64611 55.45808
H -37.17422 -21.44414 54.61240
H -38.71705 -22.73099 56.63737
H -38.76758 -20.89808 56.78774
H -38.21377 -22.01553 58.03936
C -41.02782 -22.22972 52.03622
C -39.67545 -21.53068 51.94748
O -38.74090 -21.73037 52.71317
C -39.73784 -20.30781 51.03688
H -41.27429 -22.67722 51.05955
H -41.93079 -21.50118 52.36985
H -40.64668 -22.86746 52.79460
H -38.89074 -19.59347 51.20063
H -40.71856 -19.66990 51.04178
H -39.67251 -20.67686 50.06991
C -37.44835 -24.77601 53.30726
O -37.36795 -26.12006 52.86455
P -35.99449 -26.80937 52.68573
O -35.09071 -26.63171 53.80851
O -36.18812 -28.42930 52.62106
C -37.43754 -29.00219 53.25614
O -35.23065 -26.50684 51.41054
C -33.89710 -26.91906 51.16306
H -38.25085 -24.20740 52.56607
H -36.38865 -24.28744 53.35267
H -37.85021 -24.54597 54.19631
H -38.00120 -28.66266 52.36358
H -37.78275 -28.67723 54.23138
H -37.45723 -30.09971 53.03815
H -33.74320 -26.64444 50.18227
H -33.92444 -27.98003 51.18719
H -33.17372 -26.29427 51.68323
C -35.41301 -20.05255 51.66322
O -34.44459 -19.68784 50.76699
P -33.65332 -20.77625 49.96076
O -32.44224 -21.36175 50.65153
O -34.59417 -22.13016 50.01787
C -34.11517 -23.32005 49.48953
O -33.49878 -20.64188 48.39385
C -34.67187 -20.66676 47.56878
H -35.50495 -20.83750 52.23791
H -36.20208 -19.57195 51.07851
H -35.17726 -19.36205 52.49385
H -33.06217 -23.47137 49.67018
H -34.21986 -23.28495 48.45636
H -34.62598 -23.94505 49.93989
H -35.15448 -19.86001 47.77273
H -35.22758 -21.43195 47.72656
H -34.44542 -20.52891 46.51202
C -31.49815 -27.38304 54.44755
O -31.92778 -26.12689 53.98005
P -32.65947 -25.01626 54.93111
O -31.76444 -23.97098 55.33496
O -33.78002 -24.14509 54.01859
C -33.34832 -23.31380 52.94701
O -33.34229 -25.77492 56.22825
C -34.40254 -25.08651 56.99616
H -32.10517 -28.07713 55.10855
H -30.59810 -27.72072 54.90270
H -31.48950 -27.96145 53.53783
H -32.79270 -23.96302 52.10471
H -32.64429 -22.49110 53.34252
H -34.34573 -22.80768 52.67378
H -35.25037 -24.86987 56.39600
H -34.17589 -24.23117 57.46021
H -34.44940 -26.04486 57.76295
```

Q: What is the formula in the sixth record?
A: C15H39O14P3